Density functional theory data (ωB97M-V/def2-TZVPD) for C5H7NO in the gas phase.

Last columns: bonded neighbours and bond lengths (Å).
Geometry (Å):
1 C -1.83 0.14 0.05  C2 1.498, H8 1.099, H9 1.092, H10 1.091
2 C -0.42 -0.35 0.11  C1 1.498, N3 1.464, C4 1.497, C6 1.507
3 N 0.29 -1.24 1.03  C2 1.464, C4 1.450, H11 1.021
4 C 0.73 0.14 0.94  C2 1.497, N3 1.450, C5 1.534, H12 1.085
5 C 1.54 0.51 -0.31  C4 1.534, C6 1.535, H13 1.090, H14 1.100
6 C 0.44 -0.20 -1.12  C2 1.507, C5 1.535, O7 1.201
7 O 0.25 -0.45 -2.28  C6 1.201
8 H -1.81 0.95 -0.70  C1 1.099
9 H -2.17 0.57 0.99  C1 1.092
10 H -2.55 -0.60 -0.32  C1 1.091
11 H 0.91 -1.90 0.57  N3 1.021
12 H 0.67 0.72 1.85  C4 1.085
13 H 2.59 0.27 -0.44  C5 1.090
14 H 1.38 1.59 -0.49  C5 1.100

## Properties
HOMO energy (eV): -9.36
SMILES string: C[C@]12N[C@H]1CC2=O
Energy (a.u.): -324.64042
Orbital gap (eV): 10.284

Here are the natural (NBO) charges for atoms 1 to 4, given in e: number 1, C, carries -0.62; number 2, C, carries -0.02; number 3, N, carries -0.55; number 4, C, carries -0.07